{
  "formula": "H4N2",
  "method": "wB97M-V/def2-TZVPD",
  "species": ["N", "N", "H", "H", "H", "H"],
  "coordinates": [[0.7117, -0.3511, -0.0460], [-0.6989, -0.3328, 0.0487], [1.0409, 0.4912, -0.5885], [0.9847, -0.4621, 0.8961], [-1.0523, -0.4745, -0.8818], [-1.1515, 0.4998, 0.4997]],
  "atomic_forces_ev_per_a": [[-0.581, 1.174, -1.711], [-1.296, 0.252, 0.275], [0.114, -1.078, 1.562], [1.277, 0.389, 0.716], [-0.439, 0.035, 0.001], [0.925, -0.772, -0.842]],
  "homo_ev": -8.87,
  "spin_multiplicity": 1,
  "gap_ev": 10.19
}